1.
# C3H13NO3

A cluster of 4 separate species, C3H13NO3 in total (ωB97M-V/def2-TZVPD, the OMol25 dataset).

Computed properties:
gap between HOMO and LUMO = 9.12 eV
spin multiplicity = 1
charge = 0
LUMO = 0.70 eV
SMILES = C/C=C/N.O.O.O

Atoms and positions in Å:
C 1.0252 -2.6621 -2.7538
C 2.0077 -1.6757 -2.1620
C 2.5498 -1.7822 -0.9409
N 3.5122 -0.8346 -0.4431
H 1.1459 -3.6358 -2.2795
H 1.2173 -2.6231 -3.8213
H -0.0312 -2.4222 -2.5890
H 1.9287 -0.6816 -2.5898
H 2.4880 -2.7454 -0.4425
H 4.0081 -1.4130 0.2196
H 4.2876 -0.6942 -1.0713
H -0.2031 2.8035 5.4245
H -1.1847 3.8255 5.5226
O -0.2307 3.7567 5.4787
H -4.0919 0.9520 -5.8268
H -5.0260 1.4406 -4.7856
O -4.4604 0.7065 -5.0017
H -2.5764 0.3214 4.3943
H -3.1679 1.7431 4.4458
O -2.4278 1.2068 4.7112

Cartesian forces (eV/Å) of the 2 atoms listed first:
C 0.389 0.332 0.529
C -1.841 0.497 1.423

Atomic partial charges in e from the natural (NBO) method, atoms 1 to 5: -0.64 -0.25 -0.02 -0.81 0.21

2.
# C3H13NO3

A cluster of 3 separate species, C3H13NO3 in total (ωB97M-V/def2-TZVPD, the OMol25 dataset).

Computed properties:
gap between HOMO and LUMO = 9.76 eV
spin multiplicity = 1
charge = 0
LUMO = 0.74 eV
SMILES = C[C@H](O)CN.O.O

Atoms and positions in Å:
C 0.9363 -0.9432 1.2161
C 0.4229 -0.9834 -0.2023
C 1.4775 -1.4836 -1.1942
O -0.1312 0.2938 -0.5460
N -0.1891 -0.7323 2.1399
H 1.4601 -1.8738 1.4793
H 1.6875 -0.1425 1.2968
H -0.4059 -1.6778 -0.2494
H 1.1309 -1.4062 -2.2187
H 2.4293 -0.9774 -1.0890
H 1.5938 -2.5463 -0.9951
H 0.5982 0.8655 -0.8230
H -0.6082 0.1747 1.9594
H 0.1078 -0.7939 3.0995
H 0.3405 0.7819 -3.9906
H -0.4096 0.3890 -2.7395
O -0.3844 1.0772 -3.4209
H -1.6318 2.8890 2.6180
H -2.1676 2.2123 1.3433
O -1.9565 2.0486 2.2804

Cartesian forces (eV/Å) of the 2 atoms listed first:
C -0.119 0.102 0.786
C 0.367 -0.099 -0.342

Atomic partial charges in e from the natural (NBO) method, atoms 1 to 5: -0.24 0.08 -0.64 -0.73 -0.85

3.
# C3H13NO3

A cluster of 4 separate species, C3H13NO3 in total (ωB97M-V/def2-TZVPD, the OMol25 dataset).

Computed properties:
gap between HOMO and LUMO = 8.08 eV
spin multiplicity = 1
charge = 0
LUMO = 0.62 eV
SMILES = C=CNC.O.O.O

Atoms and positions in Å:
C -0.1510 -0.8983 1.7644
C -0.9707 -0.1896 0.9906
N -0.6776 1.0794 0.5639
C -1.5418 1.9083 -0.2767
H 0.9085 -0.6365 1.9322
H -0.2990 -1.9277 2.0986
H -1.8361 -0.6606 0.5627
H 0.1970 1.5129 0.7675
H -2.5828 1.8519 0.2233
H -0.9961 2.8466 -0.4576
H -1.5834 1.4110 -1.2768
H 3.1291 -0.0605 -0.5815
H 3.1606 0.8511 0.4943
O 2.5820 0.6793 -0.2654
H -1.6981 -1.2243 -2.1415
H -1.4134 -0.1382 -2.8961
O -2.1064 -0.3435 -2.2378
H 1.7104 -1.0527 0.3215
H 1.7035 -2.6976 0.5738
O 2.1010 -1.9182 0.1949

Cartesian forces (eV/Å) of the 2 atoms listed first:
C 1.389 -1.148 0.572
C 0.984 0.554 -0.274

Atomic partial charges in e from the natural (NBO) method, atoms 1 to 5: -0.57 0.02 -0.62 -0.42 0.18

4.
# C3H13NO3

A cluster of 4 separate species, C3H13NO3 in total (ωB97M-V/def2-TZVPD, the OMol25 dataset).

Computed properties:
gap between HOMO and LUMO = 8.41 eV
spin multiplicity = 1
charge = 0
LUMO = 0.59 eV
SMILES = C=CNC.O.O.O

Atoms and positions in Å:
C 2.0735 1.0089 -0.9825
C 1.5341 1.2388 0.2314
N 0.3416 0.6977 0.6203
C -0.7254 1.5217 1.2708
H 1.4354 1.1436 -1.8714
H 3.1464 1.0166 -1.0863
H 1.8259 2.1378 0.8011
H -0.1480 0.4344 -0.2518
H -0.7136 2.5215 0.7920
H -0.4933 1.5650 2.3305
H -1.6997 1.0020 1.2141
H -0.4404 -2.1009 2.0480
H 0.1825 -0.8570 1.3887
O 0.1331 -1.9023 1.2334
H -1.7669 0.2019 -2.1108
H -0.9571 -1.0471 -2.0168
O -0.8651 -0.0833 -1.9904
H -0.3150 -2.4327 -0.0758
H -1.5508 -3.4720 -0.6607
O -0.9974 -2.5947 -0.8839

Cartesian forces (eV/Å) of the 2 atoms listed first:
C -0.139 0.659 -0.362
C 0.512 1.767 0.064

Atomic partial charges in e from the natural (NBO) method, atoms 1 to 5: -0.53 0.02 -0.68 -0.43 0.23

5.
# C3H13NO3

A cluster of 3 separate species, C3H13NO3 in total (ωB97M-V/def2-TZVPD, the OMol25 dataset).

Computed properties:
gap between HOMO and LUMO (alpha / beta) = 10.33 / 4.91 eV
spin multiplicity = 2
charge = +1
LUMO (alpha / beta) = -3.52 / -8.94 eV

Atoms and positions in Å:
C -0.2157 -0.5330 -0.1829
O -0.6285 0.2174 -1.3307
C 0.7649 0.3106 0.6473
C 1.4191 -0.3673 1.8518
N 0.0240 1.5133 1.0120
H 0.3945 -1.3534 -0.5538
H -1.0715 -0.8883 0.3800
H -1.5855 0.0893 -1.3957
H 1.5789 0.6352 0.0075
H 1.6697 0.3725 2.6016
H 0.8122 -1.1686 2.2709
H 2.3923 -0.7751 1.5527
H -0.9699 1.3799 1.2187
H -0.0221 2.1834 0.2406
H 4.8245 -0.6793 1.3890
H 4.3280 -1.7861 2.2300
O 4.4750 -1.5768 1.2966
H -4.7736 0.9966 -3.2439
H -5.4995 -0.3570 -2.9931
O -5.6348 0.5841 -3.1327

Cartesian forces (eV/Å) of the 2 atoms listed first:
C -0.259 0.333 -1.341
O -0.361 -0.351 0.935

Atomic partial charges in e from the natural (NBO) method, atoms 1 to 5: -0.06 -0.70 -0.11 -0.64 -0.25

6.
# C3H13NO3S

A cluster of 3 separate species, C3H13NO3S in total (ωB97M-V/def2-TZVPD, the OMol25 dataset).

Computed properties:
gap between HOMO and LUMO (alpha / beta) = 10.56 / 4.91 eV
spin multiplicity = 2
charge = +1
LUMO (alpha / beta) = -3.36 / -9.01 eV

Atoms and positions in Å:
C -1.7784 -0.9759 1.0280
O -3.1468 -0.9815 1.2413
C -1.5669 -0.3772 -0.4127
C -0.7022 -1.2961 -1.3393
S 0.6392 -2.3564 -0.7478
N -0.8864 0.9253 -0.3297
H -1.3908 -0.2537 1.8520
H -1.4305 -1.9861 1.2799
H -3.4174 -1.2205 2.2147
H -2.5304 -0.4134 -0.8709
H -0.3560 -0.4605 -1.9896
H -1.5550 -1.9781 -1.5655
H 1.3585 -1.5103 -0.0083
H -0.5441 1.0899 0.5622
H -1.2926 1.7832 -0.4931
H 0.7873 4.3680 -0.3060
H 1.1441 3.1515 0.5643
O 0.9775 4.1291 0.5602
H 5.0710 1.0436 0.2230
H 4.5226 2.1663 1.1973
O 4.6563 2.0199 0.1930

Cartesian forces (eV/Å) of the 2 atoms listed first:
C 0.003 1.524 2.390
O -2.289 -0.713 1.988

Atomic partial charges in e from the natural (NBO) method, atoms 1 to 5: -0.07 -0.72 -0.05 -0.61 0.53

Maximum force, respectively: 2.48 0.80 2.40 4.52 2.78 4.36 eV/Å.
Relative energy (zero: lowest compared OMol25 entry of this formula, charge and spin), respectively: 1.7223 0.4402 2.2465 2.9554 2.1300 2.8208 eV.